No. 1
The following is a quantum chemistry calculation of a 18-piece molecular cluster, C78H120F3N5O40S10 overall, from OMol25.

Geometry as XYZ:
```
256
Properties=species:S:1:pos:R:3:forces:R:3
O 1.7106 5.3683 -1.8598 -0.313 0.321 -0.388
S 2.4123 6.2693 -2.7388 0.333 -0.496 0.405
O 1.7096 7.1994 -3.5801 0.176 -0.437 0.103
O 3.3503 7.0843 -1.7415 -0.972 -2.518 0.066
C 3.8711 8.3049 -2.0755 1.259 2.909 1.088
C 2.9605 9.4374 -1.6365 -0.183 1.123 -1.215
C 3.5864 5.2720 -3.6382 -0.076 1.090 -0.315
H 4.2378 8.4219 -3.1052 -0.432 -0.303 0.115
H 4.7343 8.4230 -1.4089 0.272 -0.340 -0.407
H 3.4345 10.3855 -1.8642 0.555 0.216 -0.235
H 2.7521 9.5612 -0.5794 -0.179 -0.836 0.177
H 2.0708 9.4994 -2.2569 -0.424 -0.355 0.310
H 4.4042 5.9629 -3.9536 -0.413 -0.799 0.314
H 3.0792 4.8732 -4.5196 0.046 0.077 0.170
H 3.8719 4.4524 -2.9775 0.305 0.353 -0.178
O -5.0393 0.4197 0.2430 -0.012 0.314 1.221
S -5.8259 -0.2932 1.2169 1.539 0.017 0.478
O -6.3354 -1.5319 0.7650 -0.919 -1.426 -0.126
O -4.9041 -0.5819 2.5474 -0.563 0.947 -2.325
C -5.3750 -1.5793 3.4821 1.815 1.087 0.701
C -4.1606 -1.8162 4.3884 -0.070 -0.038 0.355
C -7.1533 0.6360 1.8304 -0.508 1.212 0.851
H -5.7085 -2.4350 2.9430 -0.430 -0.661 -0.178
H -6.1043 -1.0683 4.0659 -1.109 -0.101 0.423
H -3.5954 -0.8717 4.5459 -0.413 -0.588 -0.196
H -3.4974 -2.5712 3.9638 0.063 0.114 -0.009
H -4.4862 -2.1651 5.3828 0.081 0.037 -0.403
H -6.8921 1.6917 2.0149 0.267 -0.514 0.231
H -7.5947 0.1588 2.7284 0.404 0.191 -0.573
H -7.9036 0.7096 1.0559 -0.180 -0.407 -0.366
O 3.6182 -6.7590 0.8562 -0.384 -0.159 0.315
S 3.0201 -6.9070 2.1548 -0.051 -0.859 -0.593
O 3.0847 -5.8463 3.0834 -0.344 1.328 0.723
O 1.4870 -7.3429 2.0078 0.600 -0.211 -0.493
C 1.0539 -8.0828 0.7704 1.355 1.233 0.002
C -0.3568 -8.3660 0.9495 -1.165 -0.081 0.480
C 3.7129 -8.2995 2.9538 0.975 -0.215 -0.757
H 1.6262 -9.0229 0.6378 0.094 0.827 0.020
H 1.1325 -7.3478 -0.0392 0.730 -0.529 -0.038
H -0.4487 -9.0668 1.7670 -0.641 0.012 0.367
H -0.7098 -8.8403 0.0525 -0.324 -0.324 -0.477
H -0.9309 -7.4376 1.0754 0.041 -0.405 0.267
H 3.4550 -9.0883 2.2456 0.324 -0.492 0.487
H 3.3493 -8.4480 3.9634 -0.360 0.031 -0.103
H 4.8143 -8.1348 2.9880 -0.797 -0.173 -0.178
O -2.4643 5.1668 0.1318 -0.338 -1.178 0.039
S -2.1827 6.5231 -0.1701 1.065 1.598 0.625
O -3.1193 7.5635 0.0821 -0.124 -0.109 0.169
O -0.8349 6.9266 0.6226 -0.495 1.024 -0.256
C 0.0343 5.9687 1.2682 -2.960 -2.380 -0.973
C 1.2653 6.5325 1.7114 1.938 1.859 1.907
C -1.6378 6.7257 -1.8304 0.361 -1.360 -0.285
H 0.1874 5.2182 0.5057 0.174 -0.714 -0.026
H -0.5262 5.5275 2.1282 0.422 0.228 -0.719
H 1.8454 5.8076 2.2907 -0.170 -0.156 -0.211
H 1.0007 7.3042 2.4405 0.300 0.242 0.014
H 1.9434 6.9786 0.9935 -0.157 -0.037 -0.526
H -2.4617 6.4928 -2.5237 0.139 0.338 0.444
H -0.8959 5.9106 -1.9592 -0.068 0.793 -0.142
H -1.2440 7.7363 -1.9423 0.000 -0.258 -0.062
O -0.6736 0.2359 4.2028 1.013 -1.208 0.461
S 0.2387 -0.6237 4.9421 -0.117 -0.509 -1.057
O -0.2196 -1.2078 6.1693 0.170 0.099 -0.253
O 0.7892 -1.8499 3.9579 -1.280 1.564 0.991
C 0.2625 -3.1820 4.2341 1.467 -0.346 0.440
C 0.6060 -3.9577 2.9699 -1.688 -0.097 -0.281
C 1.7984 0.1943 5.1395 0.289 -0.642 -0.238
H -0.8081 -3.1783 4.5037 0.526 0.102 -0.201
H 0.8921 -3.5480 5.0854 -0.878 0.074 -0.491
H 1.6040 -3.7393 2.6375 0.521 0.007 0.094
H -0.0819 -3.5955 2.1579 0.544 -0.575 0.612
H 0.5069 -5.0530 3.1369 -0.037 0.751 -0.247
H 1.6352 1.2306 5.3342 -0.343 0.540 0.417
H 2.3180 0.1371 4.1823 0.001 -0.172 0.052
H 2.3903 -0.2865 5.9318 -0.368 0.080 -0.330
O 3.5593 1.0872 -2.0465 0.576 -0.825 1.283
S 2.6781 1.3764 -3.1021 -1.633 0.359 -2.944
O 3.0975 2.3194 -4.1032 0.089 -0.082 -0.003
O 2.2847 0.0201 -3.8558 0.678 -0.099 1.168
C 1.7761 -0.0254 -5.2131 0.498 0.599 0.891
C 1.0780 -1.3049 -5.3817 -0.279 -0.621 0.039
C 1.1012 1.8811 -2.5825 -0.488 1.338 1.630
H 2.6234 -0.0375 -5.8561 0.732 0.567 -0.650
H 1.1359 0.8229 -5.3967 -0.143 0.409 -0.083
H 0.7249 -1.2746 -6.4066 -0.561 -0.348 -0.098
H 0.2926 -1.4254 -4.6338 -0.167 -0.129 -0.323
H 1.7885 -2.1243 -5.3091 -0.042 -0.179 0.142
H 1.1863 2.8982 -2.1429 0.156 -0.443 -0.345
H 0.6237 1.2729 -1.8270 0.482 -0.499 0.217
H 0.3813 1.9328 -3.3744 0.057 -0.029 -0.890
O -2.3955 1.5431 -3.8437 -0.112 -0.277 -0.545
S -2.2903 2.9606 -3.9100 0.435 1.655 -0.456
O -2.0406 3.6766 -2.6831 -0.008 -0.195 -0.712
O -1.1309 3.3140 -5.0107 -1.291 -1.409 0.912
C -0.4452 4.5477 -4.9026 0.284 0.585 -0.235
C 0.6721 4.4945 -5.9163 -0.317 0.171 -0.048
C -3.6388 3.7887 -4.7835 0.387 -1.363 1.050
H -0.0610 4.6367 -3.8951 0.261 0.100 0.256
H -1.0742 5.4320 -5.0732 -0.324 -0.354 -0.088
H 1.0249 5.5327 -5.9226 0.789 -0.422 -0.065
H 0.3409 4.2649 -6.9510 -0.041 0.022 0.739
H 1.3654 3.7153 -5.5611 0.246 0.597 -0.430
H -4.4751 3.7660 -4.0781 -0.042 0.149 -0.366
H -3.8299 3.2505 -5.7147 -0.027 0.224 0.192
H -3.2323 4.7757 -4.9141 -0.222 0.473 -0.238
O -6.4789 5.9804 0.6239 -0.083 -0.523 -0.121
S -6.7859 4.5927 0.5031 0.701 -0.378 -0.647
O -7.0894 3.7910 1.6537 -0.345 0.161 0.251
O -7.9612 4.4840 -0.5581 -0.667 -0.084 0.308
C -8.8550 3.3410 -0.4622 -0.427 -0.530 -1.134
C -9.9269 3.4690 -1.5454 -0.079 1.329 0.278
C -5.5267 3.6972 -0.3740 0.601 -0.316 0.802
H -9.3617 3.3239 0.4912 0.289 0.008 0.466
H -8.3021 2.4045 -0.6715 -0.143 0.665 0.472
H -10.5644 2.5948 -1.5537 0.152 -0.400 -0.204
H -9.4956 3.7007 -2.5178 0.106 -0.496 -0.106
H -10.6094 4.3159 -1.3578 0.335 -0.184 0.231
H -5.7836 2.6250 -0.4816 -0.248 0.792 -0.290
H -4.6468 3.6960 0.2686 0.035 0.222 0.180
H -5.2308 4.2253 -1.2684 -0.258 -0.043 -0.386
O -2.9158 3.4041 5.5454 0.001 -0.362 0.154
S -2.7906 3.9169 4.2134 -0.530 -2.469 1.072
O -3.6057 5.0018 3.8611 0.049 1.974 -0.701
O -1.2603 4.1578 3.9955 -0.154 1.957 -1.956
C -0.2626 3.3440 4.6054 -1.213 -0.147 1.021
C 1.1231 3.8065 4.3533 1.392 -0.771 0.098
C -3.1466 2.6670 3.0110 0.931 -0.538 0.291
H -0.4438 2.3282 4.2758 0.339 -0.107 0.040
H -0.5391 3.4316 5.6508 0.507 -0.407 0.436
H 1.4198 4.7935 4.6705 -0.520 0.562 0.120
H 1.5089 3.6439 3.3433 -0.336 0.010 0.010
H 1.7197 3.1481 5.0119 0.024 0.250 -0.321
H -2.5644 1.7730 3.2297 0.206 -0.019 0.075
H -2.8338 3.0517 2.0490 -0.291 0.164 -0.144
H -4.1817 2.3679 3.0472 -0.414 0.358 0.019
O 7.2284 -2.5933 -2.6375 0.950 0.489 0.155
S 5.9381 -2.9780 -3.0778 -0.360 -0.496 -0.154
O 5.7597 -4.2452 -3.7120 -0.342 -0.029 0.391
O 4.9711 -2.8931 -1.8317 -0.219 -1.862 -1.100
C 5.0907 -1.8247 -0.9512 0.154 1.038 0.975
C 3.8957 -1.8005 -0.0558 -1.056 1.293 0.810
C 5.2736 -1.7801 -4.1688 0.660 0.688 0.050
H 5.1290 -0.8946 -1.5210 0.078 0.134 0.085
H 5.9917 -1.8676 -0.3010 -0.271 -0.360 -0.770
H 3.8078 -2.6287 0.6590 0.050 -0.047 -0.487
H 2.9047 -1.5299 -0.5041 0.935 -0.711 -0.114
H 4.1009 -0.9102 0.5431 -0.182 0.050 0.449
H 5.9503 -1.8732 -5.0360 -0.582 0.242 0.152
H 5.3578 -0.7730 -3.7173 -0.071 -0.509 -0.317
H 4.2390 -2.0375 -4.3734 0.041 -0.004 -0.167
C 4.7836 5.1116 0.7904 0.582 0.407 0.440
C 3.7326 4.2056 0.5716 0.724 0.464 0.212
C 3.7519 3.0004 1.2436 0.303 0.321 0.893
C 4.7813 2.7994 2.1976 -0.510 0.110 -1.006
C 5.8144 3.6712 2.4116 0.591 0.813 0.202
C 5.7992 4.8668 1.7002 -0.322 -1.346 -0.121
N 4.8389 1.5491 2.8895 0.313 -0.304 1.185
O 5.7019 1.3900 3.7526 -0.708 -0.133 -0.680
O 3.9987 0.7222 2.5952 -0.099 -0.645 0.053
H 4.9442 6.0669 0.3135 -0.846 0.000 -0.622
H 2.9324 4.4701 -0.0962 -0.140 -0.082 -0.256
H 2.9623 2.2708 1.0998 0.216 0.002 0.087
H 6.6518 3.4576 3.0865 -0.627 -0.130 -0.260
H 6.6500 5.5017 1.7879 0.255 0.655 0.036
C -3.6620 -2.9414 0.1183 -0.905 -1.056 -0.135
C -2.8530 -3.6566 0.9823 0.619 -0.246 0.380
C -3.0841 -5.0141 1.2224 1.051 1.079 0.426
C -4.1559 -5.6226 0.6482 -0.992 0.308 -0.067
C -5.0816 -4.9785 -0.1198 0.606 3.647 -1.312
C -4.7612 -3.6117 -0.4294 -1.277 -0.394 0.019
N -4.3790 -6.9636 1.0053 -0.043 -4.317 -0.105
O -3.7438 -7.4265 1.9736 -1.330 0.481 -1.365
O -5.1020 -7.6689 0.2522 1.183 1.612 1.830
H -3.5235 -1.8855 -0.0536 0.107 0.101 -0.069
H -2.0432 -3.1270 1.4785 -0.006 -0.244 -0.023
H -2.5138 -5.6600 1.8818 0.280 0.555 -0.017
H -6.0412 -5.2805 -0.4877 -0.008 -0.919 0.085
H -5.5252 -3.0171 -0.9810 0.852 -0.635 0.316
C 4.1870 -2.9575 4.6774 -0.209 -1.571 0.315
C 4.8201 -1.7232 4.7939 -0.957 -0.600 -1.149
C 4.9712 -1.1307 6.0303 0.486 0.089 -0.693
C 4.5296 -1.8675 7.1009 -0.356 -0.105 0.978
C 3.9501 -3.1298 7.0409 -0.042 -0.119 -0.079
C 3.7748 -3.7169 5.7948 0.305 0.673 0.324
N 4.6048 -1.2222 8.4238 -0.070 -0.375 -0.145
O 5.0521 -0.1135 8.4616 0.692 1.582 -0.109
O 4.2064 -1.8050 9.3974 -0.428 -0.944 0.560
H 4.0433 -3.4481 3.7182 0.075 0.376 -0.105
H 5.0179 -1.2364 3.8387 0.377 0.210 0.574
H 5.4424 -0.1518 6.1073 -0.280 -0.303 0.262
H 3.6368 -3.6436 7.9498 0.155 0.343 -0.197
H 3.3391 -4.7285 5.7884 0.241 0.672 -0.606
C 7.9510 0.7309 1.1629 0.928 -0.324 1.448
C 8.7830 1.8156 0.9067 0.779 -0.765 -0.157
C 8.4006 2.7420 -0.0279 -0.757 -0.051 -0.302
C 7.1434 2.6037 -0.5953 0.459 0.252 0.406
C 6.2422 1.6037 -0.2574 -0.140 0.843 -0.747
C 6.6711 0.6711 0.6546 -0.238 -0.806 0.448
N 6.7708 3.6930 -1.4916 -0.798 -0.073 -0.200
O 5.8809 3.4761 -2.2809 -0.556 -0.387 -0.473
O 7.3092 4.7722 -1.3889 0.582 0.297 0.231
H 8.3530 -0.0371 1.8676 -0.725 0.635 -0.639
H 9.7702 1.8391 1.3667 -0.233 0.118 -0.135
H 8.9757 3.5634 -0.3990 0.524 0.290 0.296
H 5.2434 1.6204 -0.6867 0.218 -0.130 0.089
H 5.9874 -0.0831 1.0456 0.224 0.078 -0.367
C -4.4631 -2.3976 -4.0081 0.065 1.269 0.995
C -5.7879 -2.7686 -4.0314 -0.396 -1.916 -1.225
C -6.7945 -2.0653 -3.4364 -0.006 2.020 1.047
C -6.4081 -0.8441 -2.8386 -0.034 -0.247 -0.139
C -5.0793 -0.3817 -2.7778 -1.425 -0.046 0.185
C -4.1414 -1.1840 -3.3440 1.865 -1.397 -1.366
N -7.4699 0.0053 -2.2703 1.783 -0.009 0.063
O -7.1139 1.1474 -1.9368 -1.327 -1.259 -0.321
O -8.5500 -0.5229 -2.1603 -0.516 1.060 0.412
H -3.6861 -3.0247 -4.4288 -0.097 0.164 -0.085
H -6.1316 -3.6524 -4.5860 0.565 0.123 0.300
H -7.8330 -2.4121 -3.4265 0.531 0.336 -0.064
H -4.7943 0.5466 -2.2891 -0.342 -0.225 -0.133
H -3.0902 -0.8634 -3.3818 -0.537 -0.100 0.234
F -1.3391 -3.5058 -3.5417 -0.603 0.201 -0.660
C -0.3244 -4.0652 -2.8791 1.326 -0.650 -1.345
C -0.4387 -4.1699 -1.5409 -0.679 0.420 1.066
C 0.6145 -4.6346 -0.7875 0.411 -0.553 -0.102
C 1.7668 -5.0491 -1.4133 0.392 0.441 -0.424
C 1.8746 -4.9722 -2.7964 -0.633 -0.613 -0.482
C 0.7973 -4.5409 -3.5710 -0.041 0.470 0.500
H -1.3683 -3.8372 -1.1215 -0.236 0.100 0.389
H 0.5799 -4.7462 0.2723 -0.373 0.157 0.658
H 2.6034 -5.3782 -0.8326 0.313 -0.249 0.204
H 2.7396 -5.3875 -3.2898 0.255 0.198 -0.040
H 0.8433 -4.5382 -4.6554 -0.073 0.090 0.144
F -3.1524 -11.0710 -4.2463 0.188 -0.519 -0.007
C -2.9413 -9.9232 -3.5794 -0.775 -0.304 -0.380
C -1.6536 -9.4862 -3.4005 0.219 0.644 0.540
C -1.4874 -8.2218 -2.8158 0.158 -0.590 -0.169
C -2.5656 -7.4740 -2.4260 -0.830 0.395 0.626
C -3.8521 -7.9880 -2.5588 -0.022 -0.587 -1.181
C -4.0633 -9.2279 -3.1768 0.602 1.379 0.929
H -0.8362 -10.1449 -3.6490 0.128 0.125 -0.226
H -0.5438 -7.7486 -2.6318 0.728 -0.297 -0.164
H -2.3719 -6.5135 -1.9487 -0.244 -0.078 -0.198
H -4.7541 -7.4404 -2.3819 -0.075 0.511 0.649
H -5.0882 -9.5406 -3.2551 0.012 -0.562 -0.408
F 0.4107 2.0162 2.0486 -0.224 0.590 -0.308
C -0.0847 1.3115 1.0040 0.609 -1.440 1.087
C 0.5160 0.0621 0.8430 -0.220 0.071 -1.229
C 0.0591 -0.7338 -0.2268 -0.178 -0.491 0.817
C -1.0525 -0.3177 -0.9786 0.992 -0.445 0.668
C -1.6223 0.9180 -0.7209 -1.143 -0.948 -1.145
C -1.1844 1.7243 0.3014 0.045 1.614 -0.323
H 1.3288 -0.2203 1.5149 -0.227 -0.029 -0.294
H 0.4773 -1.7475 -0.3865 -0.168 0.784 0.065
H -1.4566 -0.9987 -1.7190 0.011 0.223 -0.144
H -2.4594 1.1627 -1.3847 0.262 0.400 0.639
H -1.6133 2.7283 0.4380 0.248 -0.542 0.034
```
Forces are in eV/Å.

LUMO level in Ha: -0.0441
Frontier orbital gap in eV: 8.23
HOMO energy in eV: -9.434
Largest force on an atom in eV/A: 4.32


No. 2
The following is a quantum chemistry calculation of one molecule with the formula C4H6ClF, from OMol25.

Geometry as XYZ:
```
12
Properties=species:S:1:pos:R:3:forces:R:3
C -1.3397 -1.4336 -1.0523 1.189 -0.593 -0.046
C -0.9037 0.0368 -0.8751 0.326 -1.079 0.368
C -0.0062 0.0806 0.1322 2.412 3.130 -1.519
C 0.7348 1.4895 0.3044 -4.400 -2.592 -3.076
H -2.3360 -1.6470 -0.4902 1.984 -0.120 -1.142
H -1.3722 -1.5454 -2.1146 -1.118 -0.441 -0.825
H -0.3498 -2.1842 -0.8589 -3.235 1.943 0.171
H -1.1771 1.0278 -1.6023 0.629 -3.530 2.480
H 0.4094 1.8379 1.1642 -0.181 1.389 4.962
H 1.7532 1.6411 0.0901 1.035 0.021 -0.816
F -0.2281 2.2681 -0.4556 2.077 1.230 -0.372
Cl 0.8362 -1.2108 0.9915 -0.720 0.642 -0.186
```
Forces are in eV/Å.

LUMO level in Ha: 0.0310
Frontier orbital gap in eV: 10.29
ΔE to the lowest compared entry with this formula, charge and spin in kJ/mol: 289.1
HOMO energy in eV: -9.448
Largest force on an atom in eV/A: 5.96


No. 3
The following is a quantum chemistry calculation of C6H6Br2N2O2 as an isolated structure, from OMol25.

Geometry as XYZ:
```
18
Properties=species:S:1:pos:R:3:forces:R:3
C -0.2688 0.8452 -1.5093 0.825 1.157 -0.080
C -0.9150 -0.4303 -1.3868 -1.692 -0.381 -1.160
C 0.8611 1.0211 -0.8274 0.823 -1.668 0.499
C -0.7703 -1.2151 -0.3421 0.092 -1.975 1.219
C 0.1685 -1.0284 0.8035 2.865 0.464 2.009
C 1.6427 -0.1098 -0.1696 -2.948 -0.549 -0.311
N -0.3465 -0.3080 1.9089 0.049 -1.038 -1.915
N 2.4967 0.2684 0.9067 -0.970 0.714 0.862
O 3.3375 -0.5323 1.2692 0.187 0.760 0.452
O 2.1303 1.3130 1.5015 1.007 -1.398 -0.536
Br -1.7573 -2.9118 -0.2038 0.427 1.107 -0.091
Br 2.4198 -1.4864 -1.2999 -0.427 0.712 0.283
H -0.6488 1.7373 -2.0722 -0.175 -1.232 0.744
H -1.7006 -0.7269 -2.0778 0.235 0.101 -0.151
H 1.1419 1.9686 -0.5065 1.015 1.715 -0.169
H 0.8457 -1.9016 1.1886 -1.479 1.411 -1.223
H -1.1199 0.2822 1.7406 -0.661 0.609 -0.387
H 0.0189 -0.1874 2.8311 0.825 -0.512 -0.047
```
Forces are in eV/Å.

LUMO level in Ha: -0.0195
Frontier orbital gap in eV: 8.22
ΔE to the lowest compared entry with this formula, charge and spin in kJ/mol: 197.7
HOMO energy in eV: -8.749
Largest force on an atom in eV/A: 3.53


Number 3 is which compound? C6H6Br2N2O2


Among the records above, which one has the highest frontier orbital gap? C4H6ClF